# 1
Here is a 6-piece molecular cluster, C38H44F9N2O18S overall from OMol25. Energies are from the ωB97M-V functional and the def2-TZVPD basis.

- frontier orbital gap (hartree) = 0.29874
- net charge = +1
- energy (eV) = -115241.318
- lowest unoccupied orbital energy (eV) = -3.750

Each line ends with the Mulliken charge.
Cartesian coordinates (Å):
S -1.76 2.46 3.20  -0.297
F 1.23 -4.54 5.59  -0.242
F -6.80 -3.91 5.25  -0.255
F -7.07 -4.50 2.82  -0.342
F -4.81 -3.09 5.06  -0.127
F -2.98 -0.78 7.14  -0.342
F 1.01 -6.44 6.59  -0.305
F -5.02 -5.03 3.28  -0.257
F -6.50 -1.99 4.25  -0.260
F 0.89 -6.39 4.44  -0.281
O 2.45 4.75 -6.66  -0.267
O 7.26 4.47 -8.57  -0.347
O 1.33 -1.35 -7.58  -0.334
O -2.13 2.53 -3.69  -0.345
O 0.00 -2.11 -5.93  -0.529
O -0.62 4.17 -3.60  -0.326
O -0.93 3.81 0.49  -0.250
O -2.73 4.56 -2.92  -0.587
O 5.59 4.15 -7.12  -0.173
O 0.79 4.81 -0.50  -0.334
O 5.57 5.96 -8.47  -0.509
O 1.00 2.69 0.21  -0.534
O 3.60 5.45 -4.89  -0.362
O 0.06 0.09 -6.43  -0.241
O 2.92 3.31 -5.00  -0.616
O -1.50 -6.84 5.61  -0.623
O 0.30 -4.05 1.45  -0.452
O -1.89 -4.16 1.70  -0.399
N -0.62 -1.07 5.32  0.232
N 0.20 0.71 4.06  -0.661
C 1.68 -0.33 1.62  -0.784
C -1.51 -2.66 6.94  -1.313
C 1.42 -0.11 -8.28  -0.393
C -2.97 -3.24 1.92  0.471
C 3.66 6.52 -5.84  -0.190
C -0.18 -1.46 3.02  0.641
C -0.66 1.51 3.66  0.546
C 0.27 -0.94 1.68  -1.627
C 0.95 0.88 -7.23  -0.178
C 2.78 -1.34 1.21  -1.063
C -2.39 -1.95 9.14  -1.512
C 3.05 -3.22 3.04  0.418
C 2.99 4.40 -5.47  0.823
C -1.30 5.19 0.37  -0.392
C -0.20 -0.63 4.13  0.502
C -5.84 -3.98 3.10  1.024
C 0.11 2.96 -3.89  0.833
C -1.91 3.82 -3.36  0.627
C 7.67 3.39 -7.72  -0.348
C -0.97 2.04 -4.39  -0.350
C -0.66 -3.70 2.04  -0.815
C 0.42 -1.22 -6.58  0.583
C -0.34 5.68 -0.68  -0.085
C -1.56 -4.66 4.61  -2.086
C -1.04 -2.33 5.55  0.835
C 2.52 6.18 -6.78  -0.342
C 0.36 3.68 0.08  0.612
C 6.36 2.95 -7.11  -0.352
C -0.94 -5.54 5.70  0.191
C 2.93 -2.33 2.27  -0.748
C -1.06 -3.23 4.50  0.754
C 6.10 4.96 -8.09  0.545
C -5.43 -3.10 1.92  -1.156
C -6.02 -3.22 4.43  0.428
C 0.57 -5.71 5.55  0.749
C -4.22 -3.67 1.15  -0.966
C -0.63 -2.77 3.24  0.569
C -1.96 -1.47 7.76  0.189
H 0.88 3.14 -4.64  -0.593
H 2.53 -1.83 0.27  0.383
H -2.37 -3.33 6.83  0.500
H -2.93 -1.19 9.69  0.406
H 1.98 0.20 2.52  0.612
H 2.71 6.48 -7.80  0.317
H -0.05 6.72 -0.55  0.341
H 3.03 -4.08 3.67  0.506
H -2.34 5.28 0.07  0.335
H -5.13 -2.11 2.27  0.407
H 0.76 -0.14 -9.15  0.263
H -3.25 -3.21 2.97  -0.059
H 3.70 -0.77 1.14  0.403
H 0.43 1.74 -7.66  0.353
H 1.57 6.61 -6.45  0.306
H -4.27 -4.74 1.04  0.389
H 1.65 0.42 0.83  0.239
H -1.10 -0.82 7.93  0.427
H -0.61 -0.39 6.07  0.337
H -1.50 -2.27 9.68  0.391
H -2.72 -2.23 1.58  0.218
H -4.22 -3.15 0.19  0.459
H -1.16 5.68 1.34  0.309
H -2.63 -4.61 4.83  0.438
H 6.47 2.57 -6.09  0.323
H -0.73 5.54 -1.69  0.002
H 8.37 3.78 -6.98  0.253
H -0.79 1.00 -4.14  0.300
H 0.14 -1.68 0.90  0.666
H -1.14 -5.21 6.72  0.227
H -0.77 -3.22 7.51  0.405
H -2.09 -6.88 4.85  0.452
H 8.16 2.61 -8.30  0.316
H -0.42 -0.13 1.42  0.575
H -2.99 -2.85 9.01  0.371
H 3.54 7.48 -5.35  0.373
H 0.58 2.60 -2.98  0.090
H 1.76 1.25 -6.60  0.168
H 2.44 0.07 -8.61  0.303
H 4.63 6.49 -6.34  0.034
H 5.85 2.20 -7.71  0.250
H -6.25 -2.98 1.23  0.443
H -1.47 -5.20 3.68  1.181
H -1.14 2.13 -5.46  0.308


# 2
Here is a 2-piece molecular cluster, C3H2N2O2 overall from OMol25. Energies are from the ωB97M-V functional and the def2-TZVPD basis.

- frontier orbital gap (spin up / spin down) (hartree) = 0.25112 / 0.24533
- ΔE to the lowest compared entry with this formula, charge and spin (kcal per mole) = 233.7
- energy (eV) = -10208.053
- lowest unoccupied orbital energy (spin up / spin down) (eV) = -4.281 / -4.334

Each line ends with the Mulliken charge.
Cartesian coordinates (Å):
O 1.22 -1.27 1.13  -0.396
O 1.23 -1.47 -1.05  -0.440
N 0.77 -1.05 0.01  0.712
N 2.01 2.75 0.06  -0.268
C 1.37 1.83 -0.05  -0.101
C -1.69 -0.23 0.06  -0.524
C -0.37 -0.34 0.06  0.424
H -2.14 0.79 -0.15  0.258
H -2.39 -1.01 -0.07  0.335


# 3
Here is an isolated ion of composition C3H7Cl2NO2P and charge +1 from OMol25. Energies are from the ωB97M-V functional and the def2-TZVPD basis.

- frontier orbital gap (hartree) = 0.38449
- net charge = +1
- ΔE to the lowest compared entry with this formula, charge and spin (kcal per mole) = 21.4
- energy (eV) = -43137.303
- lowest unoccupied orbital energy (eV) = -4.742
- structure (SMILES) = C[N+](C)=COP(=O)(Cl)Cl

Each line ends with the Mulliken charge.
Cartesian coordinates (Å):
Cl -2.92 -1.62 2.20  -0.100
Cl -1.77 -3.89 0.01  -0.079
P -1.32 -2.36 1.20  0.857
O -0.22 -2.52 2.11  -0.534
O -1.00 -1.04 0.03  -0.313
N 0.53 0.72 -0.36  0.113
C -0.43 1.20 -1.39  -0.829
C 0.43 -0.40 0.27  0.226
C 1.66 1.56 -0.12  -0.931
H 1.04 -0.95 0.97  0.421
H -0.11 0.65 -2.34  0.325
H 2.32 1.14 0.54  0.373
H -1.45 0.90 -1.01  0.352
H 1.28 2.45 0.43  0.395
H 2.18 1.95 -1.03  0.333
H -0.23 2.21 -1.51  0.390


# 4
Here is C14H27BrNO9S2 as an isolated structure from OMol25. Energies are from the ωB97M-V functional and the def2-TZVPD basis.

- frontier orbital gap (hartree) = 0.31020
- net charge = -1
- energy (eV) = -126584.341
- lowest unoccupied orbital energy (eV) = 2.242

Each line ends with the Mulliken charge.
Cartesian coordinates (Å):
Br -3.29 1.16 -1.54  -0.225
S -3.43 -1.59 2.97  1.066
S -1.49 0.44 2.58  0.973
O -1.28 1.93 2.88  -0.714
O 2.21 4.90 -5.13  -0.323
O 4.55 -0.88 -0.09  -0.599
O -4.63 -1.89 3.86  -0.724
O 3.13 -2.67 0.14  -0.417
O 0.89 6.48 -4.44  -0.314
O -3.93 -1.76 1.53  -0.649
O 0.32 4.33 -4.01  -0.526
O -0.26 -0.26 3.14  -0.605
N -2.95 0.01 3.35  -0.509
C 3.50 -0.90 2.11  -0.577
C 1.19 -4.34 0.32  -0.613
C -2.17 -2.87 3.37  -0.789
C -2.11 1.65 0.02  -0.125
C 1.94 -3.04 0.88  0.484
C -0.36 -4.10 -0.03  -0.570
C -1.52 0.31 0.74  -0.568
C -1.07 -3.09 2.23  0.873
C -1.35 -4.32 1.24  -0.647
C 3.73 -1.49 0.65  0.617
C -0.30 6.90 -3.77  -0.604
C -0.86 2.54 -0.52  -0.948
C 2.53 3.51 -5.25  -0.610
C 1.07 5.15 -4.48  0.804
H -2.41 -4.29 0.80  0.312
H -0.53 3.17 0.38  0.268
H -1.20 3.20 -1.40  0.340
H -0.87 -2.16 1.60  -0.732
H 1.72 -4.66 -0.64  0.249
H -2.64 -3.89 3.66  0.315
H 2.22 -3.27 1.98  0.254
H 2.42 -0.96 2.49  0.105
H 3.47 3.43 -5.79  0.213
H -0.70 -4.81 -0.88  0.371
H -0.28 6.58 -2.73  0.287
H -1.21 -5.35 1.70  0.360
H 1.19 -2.17 0.92  -0.275
H 3.78 0.21 2.14  0.280
H -0.49 -3.04 -0.42  0.211
H -2.78 2.26 0.72  0.434
H -0.08 -3.33 2.78  0.012
H -2.07 -0.60 0.32  0.511
H -0.33 7.99 -3.80  0.206
H -0.44 0.23 0.36  0.091
H -1.59 -2.51 4.31  0.342
H 4.17 -1.41 2.91  0.253
H 2.65 3.06 -4.26  0.295
H 1.76 2.99 -5.82  0.284
H 1.30 -5.17 1.11  0.263
H 0.00 1.90 -0.91  0.303
H -1.18 6.51 -4.28  0.286


What did the third record say?
Here is an isolated ion of composition C3H7Cl2NO2P and charge +1 from OMol25. Energies are from the ωB97M-V functional and the def2-TZVPD basis.

- frontier orbital gap (hartree) = 0.38449
- net charge = +1
- ΔE to the lowest compared entry with this formula, charge and spin (kcal per mole) = 21.4
- energy (eV) = -43137.303
- lowest unoccupied orbital energy (eV) = -4.742
- structure (SMILES) = C[N+](C)=COP(=O)(Cl)Cl

Each line ends with the Mulliken charge.
Cartesian coordinates (Å):
Cl -2.92 -1.62 2.20  -0.100
Cl -1.77 -3.89 0.01  -0.079
P -1.32 -2.36 1.20  0.857
O -0.22 -2.52 2.11  -0.534
O -1.00 -1.04 0.03  -0.313
N 0.53 0.72 -0.36  0.113
C -0.43 1.20 -1.39  -0.829
C 0.43 -0.40 0.27  0.226
C 1.66 1.56 -0.12  -0.931
H 1.04 -0.95 0.97  0.421
H -0.11 0.65 -2.34  0.325
H 2.32 1.14 0.54  0.373
H -1.45 0.90 -1.01  0.352
H 1.28 2.45 0.43  0.395
H 2.18 1.95 -1.03  0.333
H -0.23 2.21 -1.51  0.390